1.
A cluster of 3 separate species, C11H18BrN2O3 in total in a non-equilibrium geometry, computed with ωB97M-V/def2-TZVPD.

2S+1: 1
Gap between HOMO and LUMO in eV: 5.0717
Maximum force in hartree/bohr: 0.1745
Net charge: -1
Calculated total energy in a.u.: -3338.9312

Each line ends with the natural charge from an NBO analysis.
Cartesian coordinates (Å):
C -0.793 1.434 -1.181  -0.49
C -0.231 0.254 -1.756  -0.06
C 0.621 -1.140 -2.114  -0.61
C 0.403 -2.128 -0.794  -0.52
C 0.763 -1.337 0.634  0.48
O -0.193 -1.256 1.601  -0.62
Br 2.553 -0.499 0.996  -0.07
H -1.165 2.255 -0.399  0.26
H 1.774 -0.884 -2.253  0.18
H -0.769 -2.331 -0.743  0.25
H 1.029 -3.137 -0.873  0.22
C -1.282 5.007 -1.552  0.52
O -0.600 4.014 -1.768  -0.57
N -2.344 5.431 -2.323  -0.45
C -3.101 6.621 -1.998  -0.39
C -2.714 4.664 -3.495  -0.42
H -1.087 5.663 -0.688  0.10
H -4.147 6.341 -1.838  0.19
H -3.032 7.323 -2.834  0.19
H -2.715 7.099 -1.094  0.21
H -2.969 3.645 -3.187  0.23
H -1.860 4.622 -4.178  0.21
H -3.569 5.121 -4.001  0.19
C 2.883 -4.925 1.684  0.53
O 3.392 -5.977 1.321  -0.64
N 2.189 -4.736 2.860  -0.44
C 1.615 -3.455 3.217  -0.40
C 2.026 -5.852 3.769  -0.41
H 2.946 -4.012 1.070  0.13
H 2.055 -3.122 4.161  0.18
H 0.534 -3.573 3.335  0.20
H 1.813 -2.707 2.444  0.24
H 3.014 -6.211 4.072  0.20
H 1.501 -6.660 3.251  0.21
H 1.457 -5.551 4.653  0.20

Force components x, y, z for each atom (eV/Å):
C 3.3 -8.0 -2.5
C -1.7 6.3 4.8
C -0.4 1.7 2.3
C -0.1 1.3 -0.8
C -6.8 -1.3 4.3
O 6.5 -0.1 -6.0
Br -1.0 -0.4 -0.5
H 1.1 -2.5 -2.5
H -2.5 -0.2 0.4
H 2.7 0.3 0.3
H -1.2 2.3 0.2
C 0.2 -0.7 -0.6
O -0.8 1.7 -0.1
N 0.7 0.0 0.8
C 0.1 -0.3 -0.2
C 0.2 -0.3 0.0
H -0.1 0.1 0.0
H 0.0 0.2 0.0
H -0.2 0.1 0.1
H 0.0 -0.1 -0.1
H 0.1 0.0 -0.2
H -0.2 -0.1 0.0
H 0.1 0.0 0.2
C -0.3 -0.1 0.7
O -0.4 0.4 0.5
N 0.7 -0.2 -1.2
C 0.0 -0.1 0.0
C 0.2 -0.1 -0.3
H -0.1 0.0 0.1
H -0.1 0.2 0.0
H 0.1 0.3 0.0
H 0.0 -0.3 0.3
H -0.2 -0.1 0.1
H 0.1 -0.1 0.2
H 0.1 0.1 -0.2


2.
A structure of composition C11H18Cl2DyN2S in a non-equilibrium geometry, computed with ωB97M-V/def2-TZVPD.

2S+1: 6
Gap between HOMO and LUMO (alpha / beta) in eV: 4.8099 / 4.9665
Energy relative to the best compared isomer or geometry (same formula, charge and spin) in kcal/mol: 0.0
Maximum force in hartree/bohr: 0.1234
Net charge: -1
Calculated total energy in a.u.: -2743.1460
<S²>: 9.332

Each line ends with the Löwdin spin population.
Cartesian coordinates (Å):
Dy 1.162 -0.365 -0.279  5.02
Cl 1.375 -2.870 -0.272  -0.01
Cl 2.491 1.108 1.274  -0.01
C 2.475 0.245 -1.798  0.03
H 2.865 1.266 -1.753  0.01
H 2.999 -0.433 -2.478  0.00
C -0.073 1.103 -1.666  0.00
C 0.856 0.387 -2.413  -0.01
H 0.290 1.963 -1.082  0.00
C 0.320 -0.955 -2.990  0.00
H 1.126 0.982 -3.308  0.00
C -0.972 -0.631 -3.754  0.00
H 1.080 -1.395 -3.658  0.00
H 0.132 -1.701 -2.185  0.00
C -2.068 -0.054 -2.862  0.00
H -0.734 0.107 -4.533  0.00
H -1.327 -1.526 -4.273  0.00
C -1.552 0.992 -1.837  0.00
H -2.820 0.435 -3.499  0.00
H -2.594 -0.860 -2.329  0.00
H -1.948 1.968 -2.152  0.00
H -2.014 0.801 -0.850  0.00
C 0.038 -1.895 3.764  0.00
N -0.015 -0.441 3.778  0.00
C 0.308 0.369 4.850  0.00
C 0.109 1.658 4.459  0.00
N -0.351 1.603 3.154  0.00
C -0.466 0.308 2.725  0.00
S -1.197 -0.321 1.336  -0.01
H -0.961 -2.327 3.887  0.00
H 0.452 -2.249 2.813  0.00
H 0.673 -2.216 4.595  0.00
H 0.658 -0.045 5.782  0.00
H 0.244 2.585 4.991  0.00
H -0.562 2.403 2.565  0.00

Force components x, y, z for each atom (eV/Å):
Dy -0.4 -0.7 2.7
Cl 0.0 -1.3 0.3
Cl 0.2 0.6 1.2
C -0.4 0.2 -1.9
H 0.1 -0.2 -0.2
H 0.0 0.4 -0.2
C -1.8 0.4 3.7
C 3.7 -0.1 -5.2
H -0.2 0.1 -0.6
C -0.1 0.5 0.3
H 0.3 -0.5 -0.4
C 0.3 -0.2 0.0
H -0.3 0.1 0.3
H -0.2 0.2 -0.5
C -0.1 0.1 0.3
H 0.1 -0.1 0.1
H -0.1 0.0 0.0
C -0.6 0.5 0.0
H 0.1 -0.2 0.1
H 0.2 0.0 -0.1
H -0.2 0.1 -0.1
H -0.2 0.1 -0.4
C 0.0 -0.1 0.0
N -0.1 0.1 -0.3
C 0.0 0.7 -0.3
C 0.0 -0.7 0.0
N -0.2 -0.2 -0.2
C -0.2 -0.1 0.7
S -0.3 0.5 0.8
H 0.1 0.2 -0.1
H -0.1 0.1 0.2
H -0.1 0.0 -0.2
H 0.0 0.1 -0.1
H 0.1 -0.1 -0.1
H 0.1 -0.5 0.1


3.
A structure of composition C11H18Cl3N3OS in a non-equilibrium geometry, computed with ωB97M-V/def2-TZVPD.

2S+1: 1
Gap between HOMO and LUMO in eV: 8.1959
Maximum force in hartree/bohr: 0.2837
Calculated total energy in a.u.: -2447.8921

Each line ends with the natural charge from an NBO analysis.
Cartesian coordinates (Å):
C -1.132 0.424 3.699  -0.73
C -0.148 0.315 2.521  0.71
O 0.152 1.109 1.581  -0.65
N 0.529 -0.889 2.681  -0.63
H 0.241 -1.356 3.509  0.41
C 1.498 -1.473 1.855  0.07
N 1.286 -1.017 0.616  -0.66
C 0.459 -1.314 -0.384  0.42
N 0.282 -0.738 -1.542  -0.43
C -1.106 -0.971 -2.257  -0.21
C -2.026 -0.256 -1.759  -0.38
C -2.054 1.327 -2.195  -0.40
C -0.961 2.130 -2.516  -0.35
C 0.306 1.613 -1.742  -0.42
H 1.088 2.583 -1.816  0.24
H -0.069 1.598 -0.538  0.23
C 0.826 0.378 -1.885  -0.27
H 1.061 0.192 -2.984  0.19
H 1.982 0.322 -1.678  0.23
H -0.639 1.480 -3.602  0.13
H -0.989 3.092 -2.646  0.22
H -2.625 1.717 -1.363  0.20
H -2.849 1.249 -3.119  0.18
H -2.050 -0.320 -0.547  0.20
H -2.914 -0.481 -2.019  0.22
H -1.364 -2.043 -2.227  0.26
H -1.013 -0.707 -3.199  0.20
S -0.408 -2.777 -0.042  -0.41
H 1.442 0.005 0.539  0.43
H 1.319 -2.581 1.692  0.28
C 3.054 -1.184 2.151  -0.19
Cl 3.260 -1.803 3.861  -0.06
Cl 3.274 0.536 2.326  0.02
Cl 4.086 -1.821 1.211  0.21
H -0.608 0.384 4.766  0.25
H -1.789 -0.359 3.465  0.25
H -1.400 1.636 3.588  0.26

Force components x, y, z for each atom (eV/Å):
C 2.4 5.7 0.3
C 3.0 0.1 -1.2
O -1.9 -1.4 3.1
N -0.8 1.2 1.5
H 0.2 -0.7 0.4
C 0.7 -3.0 0.0
N 1.5 6.1 -6.2
C -2.3 -6.0 2.4
N -5.2 -4.6 1.1
C 8.6 -8.7 -0.1
C -2.6 10.7 9.6
C -7.0 -3.0 0.1
C 6.4 -9.0 -3.6
C -2.9 10.2 5.6
H -1.6 -3.0 0.3
H 1.0 0.7 -2.8
C 10.0 -0.2 -6.4
H -0.4 0.6 0.1
H -1.8 0.5 0.7
H -0.5 2.8 1.9
H -0.5 5.3 -0.7
H -0.4 0.5 0.2
H 1.7 0.7 2.0
H 0.0 0.2 -2.6
H -6.3 -2.1 -1.8
H 0.7 0.3 0.1
H 1.5 0.9 -5.0
S -0.1 0.1 -0.1
H 0.5 -0.6 0.4
H 0.4 0.7 1.2
C -6.0 2.2 6.0
Cl 0.0 -0.4 0.3
Cl 0.1 1.5 -0.2
Cl 4.8 -3.5 -5.1
H -1.0 -0.4 -2.5
H -1.9 -0.5 0.4
H -0.4 -3.6 0.4


4.
A structure of composition C11H18Cl5N3O3Rh in a non-equilibrium geometry, computed with ωB97M-V/def2-TZVPD.

2S+1: 5
Gap between HOMO and LUMO (alpha / beta) in eV: 9.9432 / 5.3190
Energy relative to the best compared isomer or geometry (same formula, charge and spin) in kcal/mol: 14.8
Maximum force in hartree/bohr: 0.0438
Net charge: +3
Calculated total energy in a.u.: -3230.2571
<S²>: 6.019

Each line ends with the natural charge from an NBO analysis.
Cartesian coordinates (Å):
Rh -1.503 1.197 -0.468  1.29
C 4.027 -2.017 -0.499  -0.50
N 3.197 -1.203 -1.373  -0.03
C 3.827 -0.830 -2.665  -0.45
C 1.927 -0.729 -0.964  0.63
O 1.251 -0.117 -1.743  -0.41
C 1.603 -0.949 0.494  -0.19
O 0.319 -0.358 0.699  -0.54
C -0.265 -0.891 1.854  -0.17
C -1.747 -0.541 1.934  0.65
O -2.384 0.021 0.965  -0.72
N -2.410 -0.905 3.034  -0.30
C -3.932 -0.868 3.119  -0.41
C -1.735 -1.594 4.112  -0.42
H 4.234 -2.960 -1.067  0.31
H 3.735 -2.179 0.549  0.27
H 5.062 -1.616 -0.556  0.30
H 4.751 -0.271 -2.471  0.29
H 3.136 -0.312 -3.289  0.27
H 4.159 -1.778 -3.110  0.28
H 2.298 -0.557 1.227  0.25
H 1.447 -2.038 0.654  0.24
H 0.280 -0.519 2.743  0.23
H -0.204 -2.045 1.749  0.23
H -4.146 -0.405 4.092  0.25
H -4.266 -1.927 3.273  0.25
H -4.267 -0.414 2.205  0.25
H -2.391 -1.665 4.949  0.26
H -0.822 -1.083 4.318  0.21
H -1.429 -2.589 3.831  0.22
Cl -0.063 2.929 0.383  0.03
C -1.276 4.291 0.153  -0.31
Cl -2.688 3.514 -0.710  0.07
H -0.817 5.060 -0.473  0.28
H -1.517 4.585 1.148  0.26
Cl -0.216 3.557 -5.126  0.09
C -1.212 2.024 -5.095  -0.27
Cl -2.918 2.410 -5.472  0.13
Cl -0.662 0.817 -6.118  0.19
C -1.168 1.583 -3.703  0.47
N -1.218 1.370 -2.583  -0.50

Force components x, y, z for each atom (eV/Å):
Rh -0.5 -0.5 -0.3
C 1.1 -0.3 -0.9
N 1.7 -0.4 0.1
C -0.1 -1.0 0.9
C 0.3 0.9 0.1
O 0.0 -0.3 0.1
C -2.1 -0.7 -0.2
O 0.3 0.4 -0.6
C -0.3 -1.4 0.3
C -1.5 -0.3 1.2
O 1.0 0.0 0.2
N -0.2 0.1 -1.8
C 1.6 -1.2 1.0
C 0.4 -0.3 -0.6
H -0.6 0.1 0.6
H -0.2 0.1 -0.7
H -0.4 0.2 0.3
H -0.3 0.2 0.2
H -0.4 0.4 -0.3
H -0.1 0.1 -0.1
H 0.5 0.1 -0.1
H 0.6 0.3 -0.1
H -0.3 -0.4 -0.2
H -0.2 1.6 0.7
H -0.3 0.5 -0.7
H 0.2 0.8 -0.7
H -0.6 0.2 0.1
H -0.2 0.1 0.7
H 0.5 0.5 0.8
H -0.2 -0.6 -0.2
Cl 0.4 0.9 0.2
C 0.1 -1.1 -1.0
Cl 0.5 0.8 0.7
H -0.2 -0.2 0.1
H -0.5 0.4 0.5
Cl -0.4 -0.9 0.0
C -0.7 1.9 0.3
Cl 0.4 0.0 0.3
Cl 0.9 -1.2 -1.1
C -0.3 0.5 0.1
N 0.2 -0.6 0.4


5.
A structure of composition C11H18ClF6NO8S2Sr in a non-equilibrium geometry, computed with ωB97M-V/def2-TZVPD.

2S+1: 1
Gap between HOMO and LUMO in eV: 6.3662
Energy relative to the best compared isomer or geometry (same formula, charge and spin) in kcal/mol: 119.6
Maximum force in hartree/bohr: 0.2392
Calculated total energy in a.u.: -2972.9260

Each line ends with the Mulliken charge.
Cartesian coordinates (Å):
Sr -1.093 -0.368 -0.567  1.65
C 2.819 -1.590 0.247  -0.49
C 1.887 -2.810 0.258  -0.90
O 0.652 -2.563 0.891  0.23
C 0.558 -2.760 2.288  -0.90
C 0.834 -1.499 3.124  -0.49
O 0.048 -0.446 2.612  -0.17
C 0.506 0.851 2.922  -0.76
C -0.052 1.776 1.837  -0.84
O 0.216 1.267 0.554  0.68
C 1.362 1.728 -0.114  -0.48
C 2.549 0.767 0.030  -0.84
O 2.094 -0.521 -0.308  -0.18
H 3.717 -1.813 -0.353  0.39
H 3.136 -1.345 1.272  0.29
H 2.404 -3.671 0.707  0.40
H 1.604 -3.023 -0.781  0.31
H 1.219 -3.574 2.621  0.38
H -0.492 -3.036 2.446  0.32
H 1.902 -1.236 3.084  0.27
H 0.562 -1.706 4.171  0.41
H 1.607 0.889 2.929  0.31
H 0.137 1.175 3.909  0.49
H 0.329 2.796 1.943  0.34
H -1.142 1.786 1.936  0.37
H 1.637 2.734 0.220  0.35
H 1.102 1.776 -1.172  0.18
H 2.941 0.780 1.059  0.32
H 3.353 1.092 -0.649  0.48
F 0.921 1.155 -4.035  -0.20
C -0.370 1.111 -4.400  0.57
F -0.455 0.331 -5.477  -0.21
F -0.720 2.351 -4.749  -0.20
S -1.310 0.466 -2.927  1.08
O -0.669 -0.794 -2.669  -0.84
O -2.711 0.451 -3.163  -0.54
N -0.873 1.510 -1.881  -0.81
S -1.906 2.096 -0.885  1.38
O -1.393 3.246 -0.221  -0.78
O -2.527 1.087 -0.075  -0.88
C -3.308 2.806 -1.896  0.58
F -4.407 2.068 -1.990  -0.20
F -3.665 3.943 -1.282  -0.20
F -2.899 3.141 -3.128  -0.20
Cl -1.567 -4.224 0.276  -0.30
C -2.429 -2.674 0.347  -0.93
H -2.837 -2.663 1.366  0.27
H -3.271 -2.863 -0.328  0.29

Force components x, y, z for each atom (eV/Å):
Sr 2.9 -9.7 7.0
C -0.1 -0.6 0.2
C -0.1 0.3 -0.1
O 0.7 0.6 0.2
C -0.4 0.4 0.1
C 0.1 -0.5 -0.2
O 0.1 0.2 -0.2
C -0.1 0.1 -0.2
C -0.2 -0.3 1.1
O 0.5 0.3 0.2
C 1.2 -0.1 -0.4
C -0.1 0.3 0.2
O -0.4 0.3 -0.2
H -0.2 0.0 0.1
H 0.0 0.0 -0.2
H -0.1 0.1 -0.2
H 0.2 -0.2 0.1
H -0.2 0.1 0.0
H 0.3 -0.1 0.0
H -0.1 0.1 0.0
H 0.1 0.0 -0.1
H -0.2 -0.1 0.0
H 0.1 0.0 -0.2
H -0.1 -0.1 0.0
H 0.1 0.1 0.0
H 0.0 -0.1 0.0
H 0.2 0.1 0.2
H -0.1 -0.1 -0.1
H -0.1 0.0 0.2
F -0.2 -0.1 0.2
C 0.9 0.5 -0.8
F -0.4 0.0 0.7
F -0.3 -0.5 0.4
S -0.1 0.5 -5.5
O 0.7 -0.7 -2.1
O -0.3 -0.3 -0.2
N 0.5 1.7 -1.0
S -2.0 5.0 0.2
O 0.2 0.0 -0.3
O -2.6 1.6 1.0
C -1.1 1.1 -0.6
F 0.5 -0.2 0.2
F 0.2 -0.3 0.1
F 0.2 -0.2 0.4
Cl 0.5 -1.4 -0.3
C -0.5 1.3 -0.2
H -0.2 0.1 -0.1
H -0.2 0.2 0.2


6.
A structure of composition C11H18InN13S, computed with ωB97M-V/def2-TZVPD.

2S+1: 1
Gap between HOMO and LUMO in eV: 8.4806
Energy relative to the best compared isomer or geometry (same formula, charge and spin) in kcal/mol: 0.0
Maximum force in hartree/bohr: 0.0191
Calculated total energy in a.u.: -1730.1747

Each line ends with the natural charge from an NBO analysis.
Cartesian coordinates (Å):
In 0.078 -0.265 0.162  1.56
N 1.151 1.914 0.161  -0.84
C 2.410 1.762 0.894  -0.23
C 3.313 0.816 0.112  -0.23
N 2.583 -0.393 -0.292  -0.67
C 3.177 -1.668 0.097  -0.22
C 2.491 -2.197 1.359  -0.23
N 1.061 -2.279 1.084  -0.84
H 0.540 2.584 0.613  0.40
H 1.310 2.213 -0.798  0.40
H 2.928 2.710 1.061  0.20
H 2.166 1.321 1.864  0.21
H 3.685 1.336 -0.776  0.21
H 4.172 0.554 0.732  0.20
H 2.439 -0.346 -1.299  0.43
H 3.031 -2.395 -0.705  0.21
H 4.252 -1.581 0.273  0.20
H 2.926 -3.160 1.638  0.20
H 2.644 -1.490 2.178  0.20
H 0.844 -3.029 0.436  0.40
H 0.494 -2.442 1.911  0.42
S -0.577 0.323 2.532  -0.26
C -1.861 1.175 1.737  0.08
C -2.914 1.795 2.418  -0.26
C -3.868 2.475 1.691  -0.14
C -3.768 2.530 0.301  -0.28
C -2.713 1.881 -0.302  0.06
N -1.788 1.217 0.395  -0.55
H -2.960 1.728 3.496  0.23
H -4.693 2.962 2.194  0.22
H -4.503 3.058 -0.290  0.23
H -2.587 1.876 -1.379  0.21
N -2.011 -1.132 -2.536  -0.60
C -0.803 -0.562 -2.859  0.47
N -0.359 -0.370 -4.093  -0.35
N 0.823 0.235 -3.950  -0.06
N 1.106 0.397 -2.705  -0.18
N 0.074 -0.087 -1.965  -0.55
C -2.205 -1.835 -1.360  0.46
N -3.171 -2.709 -1.158  -0.36
N -2.971 -3.157 0.093  -0.08
N -1.950 -2.591 0.627  -0.13
N -1.427 -1.725 -0.277  -0.56
H -2.568 -1.450 -3.315  0.43

Force components x, y, z for each atom (eV/Å):
In 0.6 0.3 0.8
N 0.1 0.0 0.0
C 0.1 -0.1 -0.1
C -0.1 0.2 0.1
N 0.0 0.1 -0.2
C -0.1 -0.1 0.3
C 0.1 0.1 -0.2
N -0.1 0.0 0.0
H -0.1 -0.1 0.0
H 0.0 0.0 0.0
H 0.0 0.0 0.0
H 0.0 0.1 0.0
H 0.0 -0.1 0.0
H 0.0 0.0 0.0
H 0.0 0.0 0.0
H 0.0 0.1 -0.1
H 0.0 0.0 -0.1
H 0.0 0.0 0.1
H 0.0 0.0 0.1
H 0.0 0.0 0.0
H 0.0 0.0 0.0
S 0.3 -0.1 0.3
C -0.3 0.2 -0.2
C 0.0 0.0 0.0
C 0.1 -0.1 -0.1
C -0.1 0.0 0.1
C 0.0 0.0 -0.1
N -0.1 0.1 0.1
H 0.0 0.0 0.0
H 0.0 0.0 0.0
H 0.0 0.0 0.0
H 0.0 0.0 0.0
N -0.2 0.0 -0.1
C 0.4 0.2 0.0
N -0.4 0.0 0.0
N 0.2 0.0 0.1
N 0.0 0.1 0.0
N -0.1 -0.2 -0.7
C 0.1 -0.2 0.5
N 0.0 0.1 -0.3
N 0.0 0.0 0.2
N 0.0 0.0 -0.1
N -0.4 -0.3 -0.4
H 0.0 0.0 0.0


Q: Which value of 2S+1 does entry 4 give?
A: 5


Q: Which of these has the lowest calculated total energy?
A: C11H18BrN2O3


Q: Among the records above, which one has the lowest maximum force?
A: C11H18InN13S